P.
Entry from the Open Molecules 2025 dataset: C24H28N5O9SV as an isolated structure (ωB97M-V/def2-TZVPD).

The geometry in XYZ format:
```
68
Properties=species:S:1:pos:R:3:lowdin_charge:R:1
V -0.20 1.16 1.33 1.195
C -1.88 2.69 3.46 -0.009
O -0.76 2.79 2.54 -0.290
C 0.35 3.48 3.15 -0.106
C 1.32 3.64 2.02 -0.100
O 1.49 2.31 1.48 -0.294
C 2.64 2.23 0.61 0.012
H -2.10 3.69 3.83 0.116
H -1.62 2.03 4.29 0.110
H -2.72 2.29 2.91 0.094
H 0.76 2.86 3.96 0.163
H 0.02 4.44 3.54 0.157
H 2.29 4.04 2.31 0.158
H 0.88 4.26 1.23 0.154
H 3.54 2.38 1.20 0.124
H 2.55 3.01 -0.16 0.119
H 2.66 1.26 0.14 0.086
O -1.81 0.38 1.22 -0.300
S -1.71 -0.54 2.60 0.524
O -1.37 -1.85 2.19 -0.164
O -0.45 0.26 2.99 -0.320
O -2.82 -0.25 3.42 -0.167
C -1.04 1.32 -2.93 0.042
N -2.00 2.07 -2.11 0.004
C -3.17 2.51 -2.63 0.020
C -4.03 3.27 -1.92 0.053
C -3.63 3.62 -0.60 -0.314
N -2.47 3.17 -0.08 0.234
C -1.71 2.41 -0.82 -0.383
O -0.59 1.92 -0.33 -0.084
N -4.38 4.40 0.17 0.217
H -1.37 1.38 -3.97 0.109
H -1.01 0.28 -2.62 0.084
H -0.06 1.76 -2.85 0.107
H -3.38 2.21 -3.65 0.153
H -4.96 3.61 -2.34 0.135
H -5.26 4.77 -0.15 0.138
H -4.07 4.64 1.10 0.130
O 2.42 -0.24 2.38 0.137
C 1.88 -0.82 1.48 -0.497
N 2.11 -2.02 0.93 0.215
C 1.30 -2.35 -0.25 -0.246
C 0.30 -1.18 -0.24 -0.350
O -0.68 -1.03 -0.88 0.171
N 0.78 -0.23 0.73 0.047
C 0.52 -3.64 -0.10 -0.173
C -0.12 -4.18 -1.21 -0.023
C -0.87 -5.34 -1.09 -0.047
C -0.98 -5.97 0.14 -0.053
C -0.35 -5.44 1.25 -0.050
C 0.39 -4.27 1.14 -0.031
C 2.17 -2.29 -1.50 -0.154
C 2.93 -3.40 -1.84 -0.013
C 3.81 -3.35 -2.91 -0.040
C 3.92 -2.18 -3.66 -0.056
C 3.16 -1.07 -3.33 -0.061
C 2.29 -1.12 -2.25 -0.033
H 2.87 -2.60 1.25 0.191
H -0.02 -3.70 -2.18 0.127
H -1.36 -5.75 -1.96 0.114
H -1.56 -6.88 0.23 0.115
H -0.44 -5.92 2.21 0.115
H 0.86 -3.85 2.02 0.114
H 2.83 -4.32 -1.27 0.131
H 4.39 -4.22 -3.17 0.119
H 4.60 -2.14 -4.50 0.116
H 3.24 -0.16 -3.92 0.109
H 1.69 -0.25 -2.01 0.097
```

Properties
Multiplicity = 1
Total charge = +2
Frontier orbital gap = 0.1761 Eh
HOMO = -13.6 eV

=====

Q.
Entry from the Open Molecules 2025 dataset: C24H28N5O9SV as an isolated structure (ωB97M-V/def2-TZVPD).

The geometry in XYZ format:
```
68
Properties=species:S:1:pos:R:3:lowdin_charge:R:1
V 1.73 1.15 0.73 1.183
C 2.73 2.94 -1.47 0.026
O 1.95 2.83 -0.23 -0.336
C 1.43 4.14 0.25 -0.071
C 0.22 4.58 -0.53 -0.197
O -0.79 3.62 -0.36 -0.191
C -1.93 3.92 -1.16 -0.059
H 3.27 3.89 -1.43 0.121
H 2.06 2.89 -2.31 0.100
H 3.45 2.12 -1.47 0.095
H 2.26 4.83 0.15 0.147
H 1.20 4.00 1.31 0.137
H 0.46 4.73 -1.59 0.140
H -0.08 5.56 -0.12 0.155
H -2.36 4.89 -0.90 0.102
H -2.68 3.15 -0.96 0.085
H -1.67 3.91 -2.22 0.099
O 4.02 3.20 2.02 -0.155
S 3.66 1.84 2.17 0.566
O 1.94 1.86 2.22 -0.238
O 3.62 1.09 0.80 -0.328
O 4.09 1.01 3.22 -0.143
C 2.56 -3.15 2.35 0.067
N 2.71 -2.57 1.00 0.011
C 3.34 -3.22 -0.03 0.026
C 3.49 -2.66 -1.25 0.056
C 2.92 -1.37 -1.47 -0.294
N 2.30 -0.75 -0.45 0.154
C 2.25 -1.34 0.75 -0.447
O 1.77 -0.59 1.67 -0.025
N 2.94 -0.76 -2.64 0.239
H 2.90 -4.18 2.31 0.108
H 1.51 -3.12 2.64 0.108
H 3.16 -2.58 3.06 0.116
H 3.72 -4.20 0.21 0.156
H 4.00 -3.19 -2.04 0.137
H 3.37 -1.19 -3.44 0.145
H 2.35 0.05 -2.78 0.100
O 0.58 0.90 -2.18 0.070
C -0.16 0.49 -1.31 -0.502
N -1.30 -0.19 -1.38 0.212
C -1.87 -0.61 -0.10 -0.245
C -0.96 0.14 0.88 -0.331
O -1.02 0.22 2.06 0.202
N 0.12 0.69 0.09 0.054
C -1.56 -2.09 0.19 -0.149
C -2.16 -2.69 1.29 0.002
C -1.86 -4.00 1.61 -0.037
C -0.96 -4.72 0.83 -0.062
C -0.36 -4.13 -0.27 -0.076
C -0.66 -2.80 -0.58 -0.035
C -3.34 -0.24 -0.01 -0.170
C -4.21 -0.88 -0.89 -0.027
C -5.55 -0.57 -0.89 -0.047
C -6.05 0.38 0.00 -0.052
C -5.19 1.00 0.89 -0.048
C -3.83 0.70 0.89 -0.019
H -1.74 -0.39 -2.27 0.185
H -2.87 -2.13 1.90 0.136
H -2.33 -4.46 2.47 0.120
H -0.75 -5.76 1.07 0.116
H 0.31 -4.70 -0.90 0.109
H -0.20 -2.35 -1.46 0.109
H -3.83 -1.65 -1.57 0.125
H -6.22 -1.07 -1.58 0.117
H -7.10 0.61 0.01 0.117
H -5.57 1.73 1.59 0.117
H -3.18 1.19 1.60 0.113
```

Properties
Multiplicity = 1
Total charge = +2
Frontier orbital gap = 0.1791 Eh
HOMO = -14.1 eV

=====

The structure with the most favorable energy is P; the runner-up is 0.789 eV above it.

=====

P.
Entry from the Open Molecules 2025 dataset: HO5S2 as an isolated structure (ωB97M-V/def2-TZVPD).

The geometry in XYZ format:
```
8
Properties=species:S:1:pos:R:3:lowdin_charge:R:1
O 0.42 1.96 -0.83 -0.526
O -1.37 2.02 -2.64 -0.680
O -3.17 0.25 -2.21 -0.536
O -0.12 -0.55 -0.13 -0.401
O -1.40 -0.49 0.49 -0.456
S -0.31 1.01 -1.66 0.783
S -2.41 1.28 -1.52 0.763
H 0.44 -0.08 0.51 0.053
```

Properties
Multiplicity = 1
Total charge = -1
Frontier orbital gap (alpha / beta) = 0.2548 / 0.2548 Eh
HOMO (alpha / beta) = -3.3 / -3.3 eV

=====

Q.
Entry from the Open Molecules 2025 dataset: a 2-piece molecular cluster, HO5S2 overall (ωB97M-V/def2-TZVPD).

The geometry in XYZ format:
```
8
Properties=species:S:1:pos:R:3:lowdin_charge:R:1
O -2.50 -0.21 -1.48 -0.503
O -2.54 0.68 0.76 -0.521
O 2.78 -1.12 0.60 -0.481
O -0.13 -0.24 0.13 -0.546
O 2.39 1.12 -0.22 -0.485
S -2.19 -0.47 -0.08 0.741
S 2.14 -0.30 -0.41 0.801
H 0.05 0.54 0.72 -0.006
```

Properties
Multiplicity = 1
Total charge = -1
Frontier orbital gap = 0.3210 Eh
HOMO = -5.3 eV

=====

The structure with the most favorable energy is Q; the runner-up is 5.302 eV above it.

=====

P.
Entry from the Open Molecules 2025 dataset: H10NaO5 as an isolated structure (ωB97M-V/def2-TZVPD).

The geometry in XYZ format:
```
16
Properties=species:S:1:pos:R:3:lowdin_charge:R:1
Na -0.15 -0.82 0.25 0.946
O -4.20 -1.99 -0.62 -0.060
H -4.80 -2.02 0.13 0.034
H -4.52 -2.66 -1.22 0.035
O 1.43 -2.59 -3.12 -0.059
H 2.12 -3.07 -3.57 0.040
H 0.99 -2.10 -3.81 0.031
O 3.88 0.44 1.86 -0.059
H 4.40 1.10 1.39 0.034
H 4.51 -0.24 2.10 0.033
O -0.68 0.97 3.76 -0.057
H 0.13 0.95 4.26 0.035
H -0.96 1.89 3.79 0.037
O -0.66 3.18 -1.41 -0.058
H -0.85 4.11 -1.50 0.038
H -0.66 2.85 -2.30 0.028
```

Properties
Multiplicity = 1
Total charge = +1
Frontier orbital gap = 0.3631 Eh
HOMO = -14.4 eV

=====

Q.
Entry from the Open Molecules 2025 dataset: H10NaO5 as an isolated structure (ωB97M-V/def2-TZVPD).

The geometry in XYZ format:
```
16
Properties=species:S:1:pos:R:3:lowdin_charge:R:1
Na 0.29 -0.24 0.11 0.517
O -1.23 1.46 -0.71 -0.028
H -1.10 1.91 -1.55 0.056
H -1.82 2.03 -0.22 0.070
O 1.53 0.66 -1.88 -0.019
H 1.52 1.57 -2.16 0.060
H 1.52 0.16 -2.69 0.066
O 1.47 1.39 1.72 -0.021
H 1.59 2.10 1.10 0.048
H 1.97 1.65 2.49 0.062
O -1.22 -1.09 1.86 -0.026
H -1.93 -1.47 1.34 0.051
H -1.04 -1.74 2.53 0.067
O -0.17 -2.63 -0.59 -0.023
H -0.62 -3.26 -0.03 0.058
H -0.76 -2.50 -1.33 0.061
```

Properties
Multiplicity = 1
Total charge = +1
Frontier orbital gap = 0.4454 Eh
HOMO = -15.5 eV

=====

The structure with the most favorable energy is Q; the runner-up is 2.047 eV above it.

=====

P.
Entry from the Open Molecules 2025 dataset: a 3-piece molecular cluster, CH6O4 overall (ωB97M-V/def2-TZVPD).

The geometry in XYZ format:
```
11
Properties=species:S:1:pos:R:3:lowdin_charge:R:1
O 0.09 3.35 -0.61 0.073
C -0.16 2.23 -0.91 -0.408
O 0.64 1.13 -0.92 0.023
H -1.05 1.91 -1.48 0.131
H 1.26 1.18 -0.14 0.040
O -2.32 -4.31 0.06 -0.058
H -1.97 -5.17 -0.18 0.030
H -2.48 -3.94 -0.81 0.028
O 2.04 1.17 1.28 -0.020
H 2.08 1.99 1.79 0.077
H 1.87 0.45 1.90 0.083
```

Properties
Multiplicity = 1
Frontier orbital gap = 0.3997 Eh
SMILES string = O=CO.O.O
HOMO = -10.5 eV

=====

Q.
Entry from the Open Molecules 2025 dataset: a 3-piece molecular cluster, CH6O4 overall (ωB97M-V/def2-TZVPD).

The geometry in XYZ format:
```
11
Properties=species:S:1:pos:R:3:lowdin_charge:R:1
O 1.24 0.28 1.43 0.079
C 1.22 -0.34 0.40 -0.379
O 1.34 -1.69 0.32 0.073
H 1.17 0.02 -0.63 0.118
H 1.29 -2.14 1.15 0.094
O -0.80 -0.56 -2.17 -0.068
H -0.86 0.41 -2.17 0.047
H 0.02 -0.87 -2.58 0.037
O -2.33 2.13 0.56 -0.072
H -3.00 1.59 0.12 0.032
H -1.75 1.49 1.01 0.039
```

Properties
Multiplicity = 1
Frontier orbital gap = 0.4275 Eh
SMILES string = O=CO.O.O
HOMO = -11.1 eV

=====

The structure with the most favorable energy is P; the runner-up is 0.083 eV above it.

=====

P.
Entry from the Open Molecules 2025 dataset: a 3-piece molecular cluster, C5H12O3 overall (ωB97M-V/def2-TZVPD).

The geometry in XYZ format:
```
20
Properties=species:S:1:pos:R:3:lowdin_charge:R:1
C 2.63 0.15 -0.43 0.068
C 1.34 0.31 -0.71 -0.412
O 0.89 1.56 -1.09 0.012
C 0.27 -0.73 -0.70 -0.087
C -0.03 -1.28 0.47 -0.130
C -0.99 -2.45 0.62 -0.088
H 3.40 0.86 -0.61 0.055
H 2.99 -0.79 -0.05 0.063
H 1.57 2.09 -1.50 0.099
H -0.05 -0.95 -1.71 0.130
H 0.27 -0.77 1.38 0.116
H -1.80 -2.20 1.31 0.074
H -1.68 -2.53 -0.23 0.080
H -0.50 -3.42 0.74 0.074
O -2.39 0.93 -0.58 -0.077
H -1.56 0.69 -1.01 -0.015
H -2.16 1.29 0.30 0.002
O -1.00 2.20 1.48 -0.043
H -0.21 1.90 1.00 0.021
H -1.00 3.14 1.32 0.060
```

Properties
Multiplicity = 1
Frontier orbital gap = 0.3604 Eh
SMILES string = C=C(O)/C=C/C.O.O
HOMO = -9.3 eV

=====

Q.
Entry from the Open Molecules 2025 dataset: a 3-piece molecular cluster, C5H12O3 overall (ωB97M-V/def2-TZVPD).

The geometry in XYZ format:
```
20
Properties=species:S:1:pos:R:3:lowdin_charge:R:1
C -2.84 0.57 -2.19 -0.073
C -2.68 0.10 -0.80 -0.052
C -1.47 0.16 -0.15 -0.085
C -0.95 -0.21 1.09 0.125
C 0.45 0.05 1.44 -0.316
O 0.85 -0.49 2.61 -0.064
H -2.95 1.65 -2.33 0.105
H -3.83 0.18 -2.49 0.086
H -2.15 0.13 -2.91 0.101
H -3.55 -0.16 -0.20 0.122
H -0.76 0.62 -0.84 0.135
H -1.44 -0.96 1.70 0.145
H 0.95 -0.48 0.57 0.187
H 0.68 1.13 1.33 0.175
H 1.85 -0.51 2.43 0.029
H 3.93 -0.51 1.81 -0.040
O 3.05 -0.42 1.46 -0.383
H 3.69 -0.84 -1.42 -0.007
H 3.49 -0.05 -0.06 -0.045
O 3.70 0.04 -1.04 -0.144
```

Properties
Multiplicity = 1
Frontier orbital gap = 0.1785 Eh
HOMO = -8.0 eV

=====

R.
Entry from the Open Molecules 2025 dataset: a 3-piece molecular cluster, C5H12O3 overall (ωB97M-V/def2-TZVPD).

The geometry in XYZ format:
```
20
Properties=species:S:1:pos:R:3:lowdin_charge:R:1
C -0.53 -2.62 0.66 0.021
C -0.40 -2.34 -0.63 -0.154
C -0.17 -0.99 -1.14 -0.078
C 0.27 0.15 -0.59 -0.364
C 0.06 1.50 -1.21 -0.025
O 0.87 0.21 0.67 -0.003
H -0.75 -3.63 0.93 0.048
H -0.54 -1.92 1.45 0.036
H -0.61 -2.97 -1.50 0.104
H -0.47 -0.87 -2.16 0.098
H -0.87 1.94 -0.93 0.064
H 0.35 1.38 -2.26 0.086
H 0.90 2.17 -0.85 0.107
H 0.20 -0.04 1.33 0.099
O 3.92 -0.30 0.75 -0.063
H 2.98 -0.51 0.75 0.009
H 4.50 -0.25 1.51 0.022
O -3.20 3.28 0.90 -0.052
H -3.85 3.29 1.60 0.028
H -2.65 2.52 0.71 0.016
```

Properties
Multiplicity = 1
Frontier orbital gap = 0.3353 Eh
SMILES string = C=C/C=C(/C)O.O.O
HOMO = -8.8 eV

=====

S.
Entry from the Open Molecules 2025 dataset: a 3-piece molecular cluster, C5H12O3 overall (ωB97M-V/def2-TZVPD).

The geometry in XYZ format:
```
20
Properties=species:S:1:pos:R:3:lowdin_charge:R:1
C -2.15 -0.24 -0.92 0.019
C -1.12 -1.04 -1.08 -0.106
C 0.27 -0.67 -0.70 -0.361
O 0.87 0.01 -1.73 0.036
C 0.94 -0.95 0.42 -0.115
C 2.29 -0.41 0.80 -0.092
H -2.05 0.71 -0.37 0.064
H -3.17 -0.31 -1.28 0.063
H -1.35 -1.99 -1.55 0.110
H 1.78 -0.22 -1.88 0.101
H 0.64 -1.76 1.07 0.116
H 3.04 -1.21 0.89 0.078
H 2.71 0.38 0.19 0.068
H 2.20 0.00 1.81 0.079
O -1.82 -0.25 2.67 -0.061
H -2.56 0.11 2.19 0.019
H -1.05 -0.33 2.08 0.008
O -0.05 2.99 -0.83 -0.049
H 0.85 3.09 -0.63 0.005
H -0.27 2.09 -1.16 0.018
```

Properties
Multiplicity = 1
Frontier orbital gap = 0.3578 Eh
SMILES string = C=C/C(O)=C/C.O.O
HOMO = -9.2 eV

=====

The structure with the most favorable energy is P; the runner-up is 0.224 eV above it.

=====

P.
Entry from the Open Molecules 2025 dataset: a 2-piece molecular cluster, C4H13N3O2 overall (ωB97M-V/def2-TZVPD).

The geometry in XYZ format:
```
22
Properties=species:S:1:pos:R:3:lowdin_charge:R:1
C 1.25 0.47 1.79 -0.063
C 0.88 -0.86 1.20 -0.362
N 2.08 -1.76 1.09 0.041
C 0.43 -0.63 -0.25 -0.495
O 1.26 -0.57 -1.15 0.060
N -0.90 -0.52 -0.55 0.064
C -1.98 0.04 0.26 -0.265
N -2.97 0.70 -0.63 0.008
H 0.59 0.66 2.66 0.086
H 2.24 0.52 2.27 0.084
H 1.15 1.30 1.10 0.074
H 0.03 -1.35 1.71 0.142
H 2.31 -1.85 2.08 0.072
H 2.76 -1.16 0.63 0.072
H -1.13 -0.36 -1.53 0.142
H -2.60 -0.74 0.73 0.113
H -1.70 0.78 1.04 0.123
H -3.31 -0.01 -1.28 0.067
H -2.50 1.40 -1.20 0.054
O 0.01 2.29 -1.68 -0.043
H 0.04 1.65 -0.98 -0.017
H 0.81 2.42 -2.19 0.043
```

Properties
Multiplicity = 1
Frontier orbital gap = 0.3837 Eh
SMILES string = C[C@H](N)C(=O)NCN.O
HOMO = -9.7 eV

=====

Q.
Entry from the Open Molecules 2025 dataset: a 2-piece molecular cluster, C4H13N3O2 overall (ωB97M-V/def2-TZVPD).

The geometry in XYZ format:
```
22
Properties=species:S:1:pos:R:3:lowdin_charge:R:1
C -1.73 -0.37 0.68 0.100
C -0.05 -2.38 -1.11 -0.114
O -0.20 -1.22 -0.31 -0.281
H 0.76 -3.03 -0.75 0.076
H -1.62 -0.08 1.72 0.030
H -2.15 -1.37 0.59 0.039
H -2.33 0.27 0.04 0.029
H 0.15 -2.08 -2.14 0.083
H -0.99 -2.93 -1.06 0.084
C 0.77 0.18 -0.36 -0.475
C -0.01 1.05 0.50 -0.439
N 2.02 -0.33 0.10 0.119
N 0.36 1.28 1.86 0.072
N -0.67 2.14 -0.15 0.055
O 0.78 0.52 -1.70 0.038
H 0.07 1.19 -1.78 0.092
H 2.73 0.39 -0.04 0.097
H 2.31 -1.13 -0.45 0.081
H 0.93 0.52 2.21 0.078
H 0.88 2.15 1.97 0.076
H -1.67 2.15 0.05 0.072
H -0.34 3.06 0.12 0.088
```

Properties
Multiplicity = 1
Frontier orbital gap (alpha / beta) = 0.2909 / 0.2908 Eh
HOMO (alpha / beta) = -7.1 / -7.1 eV

=====

R.
Entry from the Open Molecules 2025 dataset: a 2-piece molecular cluster, C4H13N3O2 overall (ωB97M-V/def2-TZVPD).

The geometry in XYZ format:
```
22
Properties=species:S:1:pos:R:3:lowdin_charge:R:1
C -1.40 1.80 0.36 -0.086
C -0.37 0.98 -0.41 -0.178
C 0.74 0.45 0.52 -0.688
O 1.51 1.50 1.06 0.030
O 0.25 -0.25 1.60 0.020
N 1.57 -0.47 -0.26 -0.062
N 2.33 0.21 -1.26 -0.003
H -2.18 2.14 -0.31 0.071
H -1.84 1.20 1.15 0.069
H -0.93 2.67 0.82 0.074
H -0.85 0.12 -0.87 0.089
H 0.11 1.57 -1.19 0.106
H 1.59 2.18 0.38 0.100
H -0.48 -0.83 1.30 0.035
H 2.17 -0.98 0.41 0.123
H 3.14 0.69 -0.86 0.080
H 2.66 -0.48 -1.92 0.071
C -1.35 -2.58 -0.40 -0.092
N -1.76 -1.97 0.61 0.040
H -0.40 -2.25 -0.82 0.055
H -1.85 -3.41 -0.91 0.074
H -2.65 -2.29 0.99 0.072
```

Properties
Multiplicity = 1
Frontier orbital gap = 0.3714 Eh
SMILES string = CCC(O)(O)NN.C=N
HOMO = -9.2 eV

=====

The structure with the most favorable energy is P; the runner-up is 0.907 eV above it.